{"formula": "C5H11N2", "method": "the ωB97M-V functional and the def2-TZVPD basis", "symbols": ["C", "C", "C", "C", "C", "N", "N", "H", "H", "H", "H", "H", "H", "H", "H", "H", "H", "H"], "positions_angstrom": [[2.586659, -0.512499, 0.219041], [2.134170, 0.869008, -0.040720], [3.894328, -0.899571, 0.006349], [0.853638, 1.243903, -0.126777], [-0.269839, 0.375126, 0.201880], [-1.526251, 0.651721, 0.002891], [-4.019711, -0.726054, -0.055010], [1.796826, -1.248439, 0.501455], [2.863824, 1.556138, -0.260865], [4.093036, -1.919319, 0.251834], [4.683864, -0.171013, -0.319639], [0.671913, 2.125955, -0.850970], [-0.028072, -0.469068, 0.808973], [-2.327734, -0.014624, 0.139354], [-1.806202, 1.603973, -0.309744], [-4.344763, -1.372881, -0.761100], [-4.662573, -0.003168, -0.239966], [-4.593109, -1.089182, 0.833015]], "atomic_forces_ev_per_a": [[1.2144, 0.1508, -0.1120], [-0.5410, -3.3714, 0.7518], [-2.2041, 1.7880, 0.5410], [-2.2548, 1.1639, -2.1373], [0.5528, 1.7372, 0.0648], [0.2040, 0.7944, -0.1730], [-1.8092, -1.8006, 2.9848], [1.0888, 0.4835, -0.2009], [1.6963, 1.5522, -0.7476], [0.6563, -0.4621, -0.2724], [-0.8686, -0.9867, 0.3967], [-0.0615, -1.0008, 1.8917], [-0.2267, -0.9244, -0.1037], [0.1896, 0.1488, 0.1037], [0.4896, -1.1079, -0.0801], [0.4645, -0.6549, -0.3087], [-0.6490, 1.9815, -0.5616], [2.0585, 0.5085, -2.0370]], "lowdin_charge": [-0.1324, -0.0540, 0.0957, -0.0672, -0.0634, 0.1807, -0.0011, 0.1051, 0.0957, 0.0609, 0.1002, 0.1549, 0.1245, 0.0729, 0.1598, 0.0382, 0.0086, 0.1210], "homo_lumo_gap_ev": 8.281, "e_above_lowest_kcal_mol": 36.8, "total_charge": 1}